No. 1
ORCA calculation (ωB97M-V with the def2-TZVPD basis set) on an isolated molecule of C3H4BrNO2 in a non-equilibrium geometry.

Atoms and positions in Å:
C 1.05 -0.12 -0.16
C 1.99 0.42 -0.95
C -0.46 0.09 -0.26
N 3.40 0.55 -0.74
O 3.68 0.54 0.44
O 4.26 0.64 -1.58
Br 1.40 1.78 -2.55
H 1.48 -0.68 0.60
H -0.91 -0.81 -0.94
H -0.86 0.10 0.74
H -0.55 1.08 -0.66

ΔE to the lowest compared entry with this formula, charge and spin ... 410.69 kJ/mol
SMILES string ... C/C=C(\Br)[N+](=O)[O-]
Kohn-Sham gap ... 0.34417 Eh

No. 2
ORCA calculation (ωB97M-V with the def2-TZVPD basis set) on a structure of composition C35H51NP2W in a non-equilibrium geometry.

Atoms and positions in Å:
W -0.22 -0.23 -2.76
C -0.91 -1.59 -0.82
C 0.34 -1.97 -1.42
C 0.66 -0.04 -0.18
C -0.68 -0.42 -0.03
C 1.32 -1.02 -1.00
C -2.00 -2.58 -0.55
H -2.07 -3.32 -1.35
H -2.96 -2.07 -0.44
H -1.79 -3.11 0.40
C -1.61 0.12 0.99
H -2.66 -0.04 0.73
H -1.45 1.19 1.14
H -1.44 -0.38 1.96
C 1.29 0.98 0.71
H 1.39 0.56 1.72
H 0.65 1.87 0.82
H 2.28 1.31 0.38
C 2.75 -1.40 -0.85
H 2.82 -2.19 -0.08
H 3.39 -0.58 -0.55
H 3.17 -1.83 -1.76
C 0.62 -3.33 -1.98
H 0.66 -4.10 -1.19
H 1.58 -3.36 -2.50
H -0.16 -3.61 -2.69
C -0.61 1.38 -3.99
C -1.40 0.22 -4.37
C -1.06 -0.58 -5.60
C 0.39 -1.07 -5.53
C 0.98 -1.14 -4.14
C 1.61 0.06 -3.53
C 1.82 1.23 -4.46
C 0.51 1.90 -4.86
H -1.19 0.00 -6.54
H 1.06 -0.46 -6.15
H -1.77 -1.43 -5.72
H 0.30 1.73 -5.93
H -1.12 2.21 -3.50
H -2.48 0.25 -4.15
H 0.59 2.99 -4.75
H 2.49 1.93 -3.93
H 2.45 0.03 -2.84
H 2.38 0.97 -5.37
H 0.38 -2.09 -5.94
H 1.45 -2.10 -3.93
P -4.07 0.07 -1.57
C -5.25 1.25 -2.39
C -4.08 -1.35 -2.78
P 3.74 1.78 -1.55
C -2.46 0.90 -1.96
C 5.17 1.30 -2.57
C 3.46 3.53 -1.99
H -4.98 2.29 -2.10
H -6.27 1.04 -2.03
H -5.22 1.14 -3.49
H -3.32 -1.27 -3.56
H -5.07 -1.44 -3.26
H -3.91 -2.28 -2.23
H 2.45 3.62 -2.41
H 4.22 3.96 -2.66
H 3.48 4.05 -1.01
H -1.90 1.19 -1.06
H -2.72 1.86 -2.44
H 5.94 1.25 -1.77
H 5.47 2.01 -3.35
H 5.03 0.29 -2.99
C -2.62 4.72 -2.05
C -1.27 4.34 -2.06
C -0.66 3.87 -0.90
C -1.38 3.85 0.33
C -2.72 4.34 0.33
C -3.34 4.71 -0.85
N -0.81 3.27 1.43
C -0.83 3.79 2.68
C -0.67 2.91 3.79
C -0.61 3.41 5.10
C -0.69 4.79 5.32
C -0.86 5.67 4.23
C -0.95 5.18 2.95
H -3.10 5.04 -2.98
H -0.67 4.41 -2.98
H 0.37 3.52 -0.90
H -3.25 4.35 1.28
H -4.39 5.01 -0.82
H -0.60 1.83 3.59
H -0.49 2.71 5.93
H -0.63 5.18 6.33
H -0.92 6.74 4.41
H -1.10 5.85 2.09

Charge ... +2
Kohn-Sham gap (spin up / spin down) ... 0.11540 / 0.13499 Eh
2S+1 ... 3

No. 3
ORCA calculation (ωB97M-V with the def2-TZVPD basis set) on a structure of composition C36H41N8O5S2Yb in a non-equilibrium geometry.

Atoms and positions in Å:
Yb 0.01 -0.67 0.01
O -4.42 -0.88 1.87
C -3.23 -1.14 1.36
O -2.49 -0.30 0.90
C -2.85 -2.60 1.37
O -1.48 -2.70 1.11
C -0.71 -3.34 2.13
C 0.79 -3.03 1.90
O 1.59 -3.51 2.68
O 1.02 -2.28 0.89
H -4.60 0.07 1.82
H -3.41 -3.09 0.56
H -3.14 -3.07 2.31
H -0.85 -4.42 2.10
H -0.98 -2.96 3.12
C 2.74 -1.21 -5.28
C 2.80 -1.33 -3.75
C 2.22 -2.64 -3.27
C 2.95 -3.80 -3.50
C 2.45 -5.05 -3.15
C 1.20 -5.14 -2.57
C 0.45 -4.00 -2.32
C -0.96 -4.14 -1.81
C -1.96 -4.17 -2.97
C 0.97 -2.74 -2.64
N 0.21 -1.60 -2.27
C -0.23 -0.78 -3.18
C -1.03 0.33 -2.82
C -1.69 1.27 -3.62
C -2.42 2.07 -2.75
C -2.18 1.58 -1.47
N -1.34 0.54 -1.49
H 3.11 -0.23 -5.60
H 1.72 -1.32 -5.64
H 3.35 -1.98 -5.75
H 2.28 -0.49 -3.29
H 3.84 -1.27 -3.42
H 3.92 -3.72 -3.97
H 3.04 -5.94 -3.32
H 0.78 -6.11 -2.31
H -1.21 -3.32 -1.15
H -1.05 -5.07 -1.24
H -1.93 -3.22 -3.52
H -2.98 -4.33 -2.62
H -1.71 -4.97 -3.67
H -0.04 -0.95 -4.24
H -1.63 1.34 -4.70
H -3.06 2.90 -3.01
H -2.57 1.96 -0.53
S 0.00 0.03 2.68
C -0.84 1.51 2.26
N -1.88 1.95 2.90
N -2.33 1.20 3.88
C -3.51 1.53 4.55
C -4.32 2.57 4.10
C -5.50 2.86 4.77
C -5.89 2.12 5.88
C -5.07 1.09 6.32
C -3.89 0.79 5.67
N -0.48 2.34 1.23
N 0.32 1.92 0.35
C 0.68 2.94 -0.56
C 1.22 2.58 -1.79
C 1.63 3.56 -2.69
C 1.52 4.90 -2.36
C 0.96 5.27 -1.14
C 0.54 4.30 -0.25
H -1.81 0.37 4.12
H -4.00 3.14 3.24
H -6.13 3.67 4.41
H -6.81 2.34 6.39
H -5.36 0.51 7.19
H -3.25 -0.02 6.02
H 1.29 1.54 -2.05
H 2.05 3.26 -3.64
H 1.86 5.66 -3.05
H 0.84 6.31 -0.90
H 0.10 4.57 0.70
S 2.88 -0.18 -0.58
C 3.59 0.76 0.65
N 3.04 0.93 1.84
C 3.58 1.80 2.87
C 4.42 2.89 2.22
C 5.45 2.23 1.33
N 4.76 1.37 0.38
H 2.14 0.50 2.02
H 4.18 1.23 3.58
H 2.74 2.24 3.42
H 4.90 3.51 2.98
H 3.78 3.53 1.61
H 6.16 1.64 1.93
H 6.03 2.97 0.77
H 5.13 1.21 -0.54

ΔE to the lowest compared entry with this formula, charge and spin ... 42.77 kJ/mol
Kohn-Sham gap ... 0.24877 Eh
2S+1 ... 2

No. 4
ORCA calculation (ωB97M-V with the def2-TZVPD basis set) on an isolated molecule of C2H3N3OS in a non-equilibrium geometry.

Atoms and positions in Å:
C 0.01 1.38 0.02
C 0.69 -0.99 0.02
H -0.78 1.70 -0.83
H -0.13 1.82 1.06
H 1.03 1.63 -0.29
N -0.22 0.00 0.01
N -1.31 -1.90 -0.02
N -0.09 -2.17 0.05
O -1.50 -0.55 -0.01
S 2.30 -0.91 -0.02

ΔE to the lowest compared entry with this formula, charge and spin ... 325.20 kJ/mol
SMILES string ... Cn1onnc1=S
Kohn-Sham gap ... 0.31210 Eh

No. 5
ORCA calculation (ωB97M-V with the def2-TZVPD basis set) on a structure of composition C24H26N4RuSb2Se in a non-equilibrium geometry.

Atoms and positions in Å:
Ru 0.48 -0.18 -0.91
Se 0.25 -7.84 -1.43
N 1.51 -6.62 -1.36
C 1.01 -5.41 -1.40
C 1.77 -4.19 -1.32
C 3.16 -4.11 -1.39
C 3.77 -2.86 -1.34
C 2.98 -1.73 -1.14
N 1.65 -1.81 -1.05
C 1.03 -2.99 -1.20
C -0.40 -2.96 -1.32
N -0.97 -1.73 -1.36
C -2.29 -1.63 -1.53
C -3.11 -2.75 -1.68
C -2.55 -4.01 -1.64
C -1.16 -4.14 -1.46
C -0.45 -5.39 -1.46
N -0.98 -6.58 -1.47
H 3.74 -5.02 -1.51
H 4.84 -2.76 -1.43
H 3.42 -0.74 -1.04
H -2.69 -0.62 -1.57
H -4.17 -2.61 -1.82
H -3.15 -4.90 -1.77
C 1.96 -1.15 2.85
Sb 0.86 0.23 1.62
C -1.19 -0.19 2.16
C 1.14 2.25 2.54
C -0.04 3.11 2.43
C -0.86 3.29 3.55
C -1.91 4.20 3.56
C -2.21 4.93 2.40
C -1.46 4.73 1.26
C -0.34 3.87 1.24
C 0.49 3.86 0.07
Sb -0.15 2.31 -1.51
C -1.99 3.22 -2.15
C 1.24 3.07 -2.95
H 1.59 -1.05 3.87
H 3.02 -0.94 2.82
H 1.76 -2.16 2.50
H -1.37 0.11 3.19
H -1.35 -1.26 2.09
H -1.89 0.33 1.50
H 2.04 2.66 2.08
H 1.36 1.99 3.57
H -0.63 2.75 4.46
H -2.51 4.33 4.45
H -3.03 5.64 2.40
H -1.69 5.30 0.36
H 1.54 3.61 0.22
H 0.38 4.76 -0.53
H -1.75 4.24 -2.45
H -2.75 3.21 -1.37
H -2.37 2.69 -3.03
H 0.99 4.12 -3.14
H 1.16 2.51 -3.88
H 2.27 3.00 -2.57

Charge ... +4
Kohn-Sham gap (spin up / spin down) ... 0.08744 / 0.08637 Eh

No. 6
ORCA calculation (ωB97M-V with the def2-TZVPD basis set) on an isolated molecule of C15H18O4.

Atoms and positions in Å:
C -2.39 3.68 -0.47
C -1.53 3.76 0.79
H -0.48 3.93 0.54
H -1.89 4.57 1.44
O -1.67 2.61 1.61
C -1.23 1.38 1.22
C -1.84 0.33 1.91
C -1.50 -0.98 1.69
C -0.51 -1.30 0.76
C 0.13 -0.25 0.08
C -0.22 1.10 0.29
O 0.43 2.14 -0.32
C 0.80 2.08 -1.70
C 2.31 2.05 -1.88
H 2.55 2.17 -2.93
H 2.76 2.86 -1.31
H 2.72 1.10 -1.53
H 0.40 3.00 -2.14
H 0.33 1.23 -2.20
O 1.14 -0.50 -0.79
C 1.59 -1.75 -1.06
O 2.51 -1.85 -1.84
C 0.94 -2.87 -0.40
C -0.08 -2.65 0.48
C -0.78 -3.78 1.18
H -0.41 -4.74 0.84
H -0.62 -3.70 2.25
H -1.85 -3.73 0.99
C 1.47 -4.22 -0.75
H 1.85 -4.74 0.13
H 0.70 -4.84 -1.22
H 2.29 -4.10 -1.46
H -2.01 -1.76 2.23
H -2.60 0.59 2.63
H -2.31 4.61 -1.02
H -2.06 2.87 -1.11
H -3.43 3.52 -0.20

ΔE to the lowest compared entry with this formula, charge and spin ... 49.14 kJ/mol
SMILES string ... CCOc1ccc2c(C)c(C)c(=O)oc2c1OCC
Kohn-Sham gap ... 0.31017 Eh

No. 7
ORCA calculation (ωB97M-V with the def2-TZVPD basis set) on a structure of composition C20H44Br3O15 in a non-equilibrium geometry.

Atoms and positions in Å:
C 11.07 9.28 10.94
C 12.14 10.35 11.33
O 13.06 10.59 10.32
H 10.58 9.64 10.01
H 10.26 9.18 11.69
H 11.52 8.34 10.79
H 12.55 9.95 12.29
H 11.61 11.37 11.48
C 13.49 6.45 8.90
Br 15.31 6.77 8.35
Br 13.14 5.54 10.61
Br 12.23 5.66 7.55
H 13.14 7.49 9.09
C 10.75 11.34 14.73
C 9.88 10.14 15.10
C 10.47 8.78 14.67
O 10.29 7.94 15.79
C 10.12 8.73 16.94
O 10.20 8.37 18.05
O 9.83 10.01 16.54
H 11.82 11.23 15.01
H 10.38 12.19 15.29
H 10.74 11.58 13.66
H 8.85 10.26 14.80
H 11.55 8.88 14.53
H 9.98 8.27 13.82
C 8.34 8.22 7.83
C 8.20 6.67 7.83
C 8.13 5.95 9.30
O 6.88 5.28 9.29
C 6.21 5.49 8.16
O 5.13 5.13 8.00
O 6.89 6.28 7.31
H 7.83 8.63 6.93
H 9.41 8.43 7.81
H 7.95 8.69 8.75
H 8.95 6.20 7.19
H 8.17 6.73 10.12
H 8.97 5.25 9.39
C 7.25 12.16 9.83
C 8.36 11.69 10.80
C 8.67 12.74 11.88
O 7.78 12.32 12.91
C 7.47 11.02 12.77
O 6.88 10.38 13.58
O 7.96 10.56 11.62
H 7.72 12.48 8.93
H 6.52 12.86 10.29
H 6.68 11.29 9.45
H 9.20 11.36 10.22
H 8.30 13.69 11.52
H 9.72 12.87 12.13
C 15.48 8.47 11.62
O 14.51 8.46 10.66
H 16.02 7.54 11.55
H 16.18 9.31 11.53
H 15.10 8.43 12.65
H 14.07 9.37 10.54
C 15.82 12.46 11.42
O 14.70 11.95 12.06
H 16.31 13.24 12.01
H 16.61 11.67 11.26
H 15.53 12.80 10.41
H 14.15 11.53 11.35
C 11.93 15.15 12.26
O 12.51 14.11 13.06
H 11.29 14.74 11.50
H 11.33 15.70 13.00
H 12.61 15.89 11.84
H 12.78 13.50 12.34
C 11.16 12.44 8.36
O 12.14 12.99 9.14
H 10.91 11.40 8.70
H 10.23 13.02 8.49
H 11.43 12.47 7.25
H 12.47 12.30 9.74
C 13.88 9.74 6.90
O 13.07 9.34 7.96
H 13.26 10.19 6.11
H 14.59 10.48 7.28
H 14.34 8.91 6.41
H 13.11 9.87 8.79

Charge ... -1
Kohn-Sham gap ... 0.31158 Eh

No. 8
ORCA calculation (ωB97M-V with the def2-TZVPD basis set) on the ion C6H4N3O2 with charge -1 in a non-equilibrium geometry.

Atoms and positions in Å:
C -0.24 0.19 -2.24
C 0.64 0.05 -1.20
C -1.53 -0.26 -2.03
C -0.24 0.27 3.08
C -1.04 -1.07 0.09
C 0.86 0.41 2.31
N -1.84 -1.01 -0.97
N 1.02 -0.34 1.07
N 0.17 -0.38 0.00
O -1.22 0.79 3.56
O 1.97 0.80 2.80
H 0.09 0.58 -3.20
H 1.70 0.26 -1.28
H -2.32 -0.12 -2.77
H 1.98 -0.16 0.78

ΔE to the lowest compared entry with this formula, charge and spin ... 538.82 kJ/mol
Charge ... -1
Kohn-Sham gap ... 0.17970 Eh

Respective E values: -78798.466 -58992.153 -113360.472 -19471.716 -112228.650 -24036.735 -262293.515 -14847.605 eV.